w | ORCA calculation (ωB97M-V/def2-TZVPD) on a cluster of 2 separate species, C2H11N3O in total.

Summary:
* LUMO level: 0.864 eV
* SMILES: NCN.NCO
* HOMO-LUMO gap: 10.0201 eV
* net charge: 0

Each line ends with the natural charge from an NBO analysis.
Geometry (Å):
N: 0.75 3.10 -0.40  -0.838
C: -0.36 2.15 -0.50  -0.068
N: -0.49 1.37 -1.75  -0.836
H: 0.63 3.84 -1.08  0.346
H: 1.62 2.62 -0.59  0.350
H: -1.27 2.71 -0.29  0.175
H: -0.19 1.42 0.30  0.181
H: 0.29 0.72 -1.79  0.348
H: -0.30 2.07 -2.47  0.341
N: -0.07 -1.80 0.36  -0.859
C: 0.17 -2.97 1.17  0.099
O: 0.33 -2.61 2.50  -0.700
H: -0.09 -1.95 -0.64  0.366
H: -0.99 -1.39 0.53  0.349
H: 1.06 -3.46 0.79  0.165
H: -0.62 -3.72 1.11  0.120
H: -0.45 -2.10 2.75  0.461

***

x | ORCA calculation (ωB97M-V/def2-TZVPD) on a structure of composition C2H11N3O.

Summary:
* LUMO level: 0.804 eV
* HOMO-LUMO gap: 8.6547 eV
* net charge: 0

Each line ends with the natural charge from an NBO analysis.
Geometry (Å):
C: -0.78 0.53 2.07  -0.458
N: -0.77 -0.50 1.06  -0.022
O: 0.17 -1.49 1.53  -0.591
H: -0.23 -2.33 1.27  0.475
H: 1.27 -0.28 -0.58  0.448
H: 0.22 0.95 2.25  0.188
H: -1.16 0.13 3.01  0.224
H: -1.45 1.32 1.73  0.209
C: -0.94 -0.11 -1.46  -0.425
N: -0.01 0.10 -0.37  -0.486
N: 1.97 0.51 -1.59  -1.284
H: 0.25 1.05 -0.17  0.396
H: 2.84 0.69 -1.10  0.342
H: 2.12 -0.03 -2.44  0.342
H: -0.56 0.41 -2.33  0.240
H: -1.00 -1.18 -1.69  0.202
H: -1.94 0.24 -1.17  0.201

***

Q: Which of them is the most stable? A: w.

***

w | ORCA calculation (ωB97M-V/def2-TZVPD) on a cluster of 2 separate species, C2H11N3O in total.

Summary:
* LUMO level: 0.944 eV
* SMILES: NCN.NCO
* HOMO-LUMO gap: 10.3404 eV
* net charge: 0

Each line ends with the natural charge from an NBO analysis.
Geometry (Å):
N: -0.67 1.54 2.61  -0.861
C: 0.05 0.29 2.91  -0.066
N: 1.06 -0.03 1.92  -0.820
H: -0.64 2.18 3.39  0.357
H: -1.67 1.36 2.52  0.355
H: 0.55 0.36 3.88  0.167
H: -0.62 -0.57 2.96  0.168
H: 0.52 -0.12 1.06  0.347
H: 1.63 0.79 1.74  0.351
N: 0.67 -0.81 -1.93  -0.846
C: -0.01 -0.35 -3.08  0.089
O: -0.89 -1.39 -3.58  -0.756
H: 0.04 -1.35 -1.36  0.372
H: 1.52 -1.32 -2.14  0.370
H: -0.59 0.54 -2.81  0.146
H: 0.62 -0.10 -3.94  0.160
H: -1.57 -1.02 -4.16  0.465

***

x | ORCA calculation (ωB97M-V/def2-TZVPD) on a cluster of 2 separate species, C2H11N3O in total.

Summary:
* LUMO level: 0.977 eV
* SMILES: NCN.NCO
* HOMO-LUMO gap: 10.2852 eV
* net charge: 0

Each line ends with the natural charge from an NBO analysis.
Geometry (Å):
N: -2.65 0.35 0.35  -0.861
C: -1.64 -0.57 -0.22  -0.049
N: -1.92 -1.02 -1.57  -0.814
H: -2.88 0.12 1.30  0.355
H: -3.55 0.22 -0.11  0.347
H: -1.69 -1.46 0.42  0.153
H: -0.63 -0.18 -0.09  0.172
H: -2.72 -1.64 -1.52  0.348
H: -2.24 -0.20 -2.09  0.348
N: 2.27 0.89 1.32  -0.890
C: 2.25 0.28 0.04  0.082
O: 3.51 0.03 -0.51  -0.722
H: 2.04 1.83 1.45  0.375
H: 2.53 0.37 2.14  0.378
H: 1.57 0.84 -0.62  0.152
H: 1.71 -0.67 0.13  0.160
H: 4.05 0.82 -0.42  0.466

***

Q: Which of them is the most stable? A: w.

***

w | ORCA calculation (ωB97M-V/def2-TZVPD) on a cluster of 2 separate species, C2H7NS in total.

Summary:
* LUMO level: 0.957 eV
* SMILES: C=CN.S
* HOMO-LUMO gap: 9.1297 eV
* net charge: 0

Each line ends with the natural charge from an NBO analysis.
Geometry (Å):
C: -0.70 -0.55 -1.51  -0.525
C: -0.79 0.36 -0.49  0.027
N: -0.75 -0.02 0.84  -0.826
H: -0.86 -0.24 -2.49  0.205
H: -0.57 -1.59 -1.21  0.187
H: -0.97 1.43 -0.60  0.186
H: -0.61 -1.00 0.91  0.368
H: -1.49 0.37 1.42  0.379
S: 2.32 -0.10 0.64  -0.290
H: 2.35 1.26 0.53  0.148
H: 2.08 0.07 1.96  0.142

***

x | ORCA calculation (ωB97M-V/def2-TZVPD) on a cluster of 2 separate species, C2H7NS in total.

Summary:
* LUMO level: 0.291 eV
* SMILES: C=CN.S
* HOMO-LUMO gap: 7.0923 eV
* net charge: 0

Each line ends with the natural charge from an NBO analysis.
Geometry (Å):
C: 1.16 -1.69 0.99  -0.666
C: 0.52 -0.49 1.29  0.126
N: -0.23 0.29 0.45  -0.789
H: 2.18 -1.57 0.61  0.209
H: 0.84 -2.71 1.16  0.216
H: 1.05 0.14 2.02  0.119
H: -0.38 0.24 -0.55  0.409
H: -0.93 0.83 0.94  0.367
S: -1.55 1.30 -2.72  -0.279
H: -0.76 2.38 -2.76  0.154
H: -1.91 1.28 -1.42  0.134

***

y | ORCA calculation (ωB97M-V/def2-TZVPD) on a cluster of 3 separate species, C2H7NS in total.

Summary:
* LUMO level: -3.281 eV
* HOMO-LUMO gap: 6.2025 eV
* net charge: 0

Each line ends with the natural charge from an NBO analysis.
Geometry (Å):
C: -1.68 1.63 0.51  -0.737
S: -0.46 -0.12 -1.44  -0.118
H: -1.39 2.56 0.99  0.241
H: -2.47 1.83 -0.20  0.232
H: -2.01 0.90 1.24  0.236
C: 1.85 -1.27 1.14  -0.051
N: 1.09 -0.30 1.35  -0.600
H: 2.34 -1.75 1.99  0.163
H: 2.06 -1.68 0.14  0.147
H: -0.77 1.18 0.04  0.164
H: 0.61 -0.09 0.45  0.323

***

Q: Which of them is the most stable? A: w.

***

w | ORCA calculation (ωB97M-V/def2-TZVPD) on a cluster of 2 separate species, C4H11NO2 in total.

Summary:
* LUMO level (alpha / beta): -4.065 / -8.624 eV
* 2S+1: 2
* HOMO-LUMO gap (alpha / beta): 9.2235 / 4.6653 eV
* ⟨S²⟩: 0.774
* net charge: +1

Each line ends with the natural charge from an NBO analysis.
Geometry (Å):
C: -1.49 2.10 -1.48  -0.799
C: -0.92 0.94 -0.67  0.616
N: -0.04 0.13 -1.37  -0.224
C: -0.11 -1.36 -0.94  -0.233
C: -1.15 -2.04 -1.90  -0.622
O: -1.09 0.59 0.51  -0.353
H: -1.70 1.93 -2.58  0.270
H: -2.46 2.50 -1.04  0.300
H: -0.93 3.11 -1.40  0.303
H: 0.58 0.66 -2.14  0.478
H: -0.30 -1.60 0.07  0.281
H: 0.94 -1.61 -1.29  0.239
H: -1.29 -3.13 -1.68  0.276
H: -0.78 -1.95 -2.97  0.240
H: -2.12 -1.50 -1.60  0.228
H: 4.63 0.10 5.52  0.475
H: 3.34 -0.76 5.47  0.470
O: 3.90 -0.16 4.89  -0.946

***

x | ORCA calculation (ωB97M-V/def2-TZVPD) on a cluster of 3 separate species, C4H11NO2 in total.

Summary:
* LUMO level (alpha / beta): -4.992 / -7.056 eV
* 2S+1: 2
* HOMO-LUMO gap (alpha / beta): 9.6400 / 7.5877 eV
* ⟨S²⟩: 0.758
* net charge: +1

Each line ends with the natural charge from an NBO analysis.
Geometry (Å):
N: 0.98 0.42 1.77  -0.626
C: 0.95 -0.03 0.52  0.261
C: 0.75 -1.42 0.34  -0.172
C: 1.71 0.48 -1.76  -0.178
C: 1.36 0.88 -0.54  -0.302
H: 0.70 -0.20 2.52  0.429
H: 1.05 1.41 1.94  0.438
H: 1.15 -1.91 -0.53  0.225
H: 0.19 -2.04 1.04  0.220
H: 2.28 1.13 -2.40  0.239
H: 1.44 -0.47 -2.19  0.216
H: 1.55 1.89 -0.19  0.243
H: -3.88 -1.78 -0.81  0.483
H: -2.69 -2.08 0.09  0.457
O: -2.96 -2.07 -0.83  -0.938
H: -1.37 1.33 0.85  0.450
H: -1.64 2.22 -0.38  0.482
O: -1.59 2.23 0.59  -0.925

***

Q: Which of them is the most stable? A: x.

***

w | ORCA calculation (ωB97M-V/def2-TZVPD) on the ion C4H11NO2 with charge +1.

Summary:
* LUMO level (alpha / beta): -3.381 / -9.175 eV
* 2S+1: 2
* HOMO-LUMO gap (alpha / beta): 10.7332 / 4.9139 eV
* ⟨S²⟩: 0.755
* net charge: +1

Each line ends with the natural charge from an NBO analysis.
Geometry (Å):
C: -1.11 1.40 0.21  -0.049
O: -0.65 2.44 0.99  -0.648
C: 0.08 0.45 0.05  -0.111
C: -0.38 -0.99 -0.18  -0.479
C: 0.29 -1.99 0.62  -0.091
O: 1.21 -2.83 -0.23  -0.714
N: 0.99 0.94 -0.97  -0.353
H: -1.92 0.97 0.80  0.258
H: -1.53 1.78 -0.71  0.207
H: -0.70 3.29 0.64  0.497
H: 0.75 0.66 0.97  0.272
H: -0.14 -1.32 -1.29  0.267
H: -1.53 -1.03 -0.14  0.256
H: -0.19 -2.78 1.22  0.253
H: 1.10 -1.44 1.27  0.181
H: 1.34 1.86 -0.74  0.407
H: 1.87 -2.31 -0.70  0.463
H: 0.50 0.92 -1.81  0.385

***

x | ORCA calculation (ωB97M-V/def2-TZVPD) on a cluster of 2 separate species, C4H11NO2 in total.

Summary:
* LUMO level (alpha / beta): -4.244 / -9.142 eV
* 2S+1: 2
* HOMO-LUMO gap (alpha / beta): 10.8470 / 5.9415 eV
* ⟨S²⟩: 0.755
* net charge: +1

Each line ends with the natural charge from an NBO analysis.
Geometry (Å):
N: -1.55 1.78 0.83  -0.715
C: -0.67 1.22 -0.05  0.659
C: 0.55 0.46 0.45  -0.276
C: 1.63 0.42 -0.68  -0.601
C: 0.15 -0.86 1.10  -0.648
O: -0.96 1.36 -1.24  -0.054
H: -1.55 1.66 1.84  0.452
H: -2.24 2.43 0.47  0.438
H: 1.04 1.07 1.21  0.268
H: 2.09 1.40 -0.63  0.235
H: 1.18 0.26 -1.65  0.215
H: 2.30 -0.42 -0.50  0.247
H: 1.06 -1.48 1.13  0.255
H: -0.05 -0.76 2.17  0.238
H: -0.53 -1.53 0.59  0.278
H: -1.34 -2.28 -2.20  0.476
H: -0.11 -2.21 -1.52  0.455
O: -1.00 -2.52 -1.32  -0.921

***

Q: Which of them is the most stable? A: x.

***

w | ORCA calculation (ωB97M-V/def2-TZVPD) on a cluster of 2 separate species, C2H10NO in total.

Summary:
* LUMO level: -3.446 eV
* HOMO-LUMO gap: 13.0871 eV
* net charge: +1

Each line ends with the natural charge from an NBO analysis.
Geometry (Å):
C: -0.61 1.21 0.93  -0.367
N: -0.39 0.07 -0.15  -0.530
C: -0.03 0.48 -1.50  -0.452
H: 0.07 0.95 1.77  0.227
H: -1.59 1.23 1.14  0.223
H: -0.28 2.07 0.47  0.224
H: 0.30 -0.63 0.23  0.471
H: -1.34 -0.31 -0.35  0.440
H: -0.74 1.27 -1.90  0.239
H: 1.01 0.82 -1.59  0.245
H: -0.31 -0.33 -2.22  0.248
H: 1.83 -2.75 0.80  0.501
H: 1.04 -1.82 1.59  0.469
O: 1.03 -2.27 0.76  -0.940

***

x | ORCA calculation (ωB97M-V/def2-TZVPD) on a cluster of 2 separate species, C2H10NO in total.

Summary:
* LUMO level: -3.441 eV
* HOMO-LUMO gap: 11.9635 eV
* net charge: +1

Each line ends with the natural charge from an NBO analysis.
Geometry (Å):
O: -0.17 -0.23 2.70  -0.964
H: -1.02 -0.24 3.15  0.482
H: -0.28 1.38 -1.23  0.433
H: 0.38 0.21 3.36  0.484
C: -0.58 -0.48 -2.00  -0.422
N: -0.27 0.42 -0.85  -0.487
C: 1.10 0.24 -0.29  -0.424
H: -1.65 -0.51 -2.16  0.247
H: 0.09 -0.24 -2.83  0.242
H: -0.34 -1.49 -1.69  0.235
H: -0.99 0.41 -0.12  0.449
H: 1.27 0.92 0.53  0.248
H: 1.85 0.43 -1.05  0.232
H: 1.21 -0.78 0.08  0.244

***

Q: Which of them is the most stable? A: x.

***

w | ORCA calculation (ωB97M-V/def2-TZVPD) on a cluster of 2 separate species, C2H10NO in total.

Summary:
* LUMO level: -3.422 eV
* HOMO-LUMO gap: 13.0262 eV
* net charge: +1

Each line ends with the natural charge from an NBO analysis.
Geometry (Å):
C: 1.46 0.17 -1.49  -0.638
C: 0.83 -0.06 -0.12  -0.217
N: -0.44 0.70 0.05  -0.678
H: 2.43 -0.31 -1.49  0.258
H: 0.88 -0.21 -2.31  0.230
H: 1.64 1.23 -1.63  0.223
H: 0.55 -1.09 0.06  0.226
H: 1.50 0.27 0.68  0.226
H: -0.32 1.72 0.06  0.434
H: -0.83 0.41 0.97  0.479
H: -1.11 0.47 -0.68  0.434
H: -2.77 -1.35 1.48  0.505
H: -1.73 -1.19 2.60  0.500
O: -2.08 -0.76 1.82  -0.982

***

x | ORCA calculation (ωB97M-V/def2-TZVPD) on a cluster of 2 separate species, C2H10NO in total.

Summary:
* LUMO level: -3.589 eV
* HOMO-LUMO gap: 11.1650 eV
* net charge: +1

Each line ends with the natural charge from an NBO analysis.
Geometry (Å):
C: 0.28 0.15 2.17  -0.251
O: 0.43 0.77 0.94  -0.785
H: 1.23 1.43 0.86  0.507
H: -0.47 0.67 2.74  0.191
H: -0.31 -0.77 1.81  0.163
H: 1.23 0.01 2.82  0.208
C: -0.95 -0.04 -1.70  -0.495
N: 0.19 -0.86 -1.40  -0.654
H: 0.04 -1.91 -1.61  0.446
H: 0.87 -0.55 -1.91  0.409
H: 0.42 -0.65 -0.37  0.481
H: -1.19 0.01 -2.74  0.250
H: -0.79 0.96 -1.26  0.262
H: -1.74 0.03 -0.94  0.269

***

Q: Which of them is the most stable? A: w.

***

w | ORCA calculation (ωB97M-V/def2-TZVPD) on a cluster of 2 separate species, C3H5IO in total.

Summary:
* LUMO level (alpha / beta): -2.174 / -2.176 eV
* HOMO-LUMO gap (alpha / beta): 5.6852 / 5.6835 eV
* net charge: 0

Each line ends with the natural charge from an NBO analysis.
Geometry (Å):
C: -0.17 1.29 0.57  -0.135
C: -0.72 0.11 0.06  0.596
C: -0.42 -1.14 -0.49  -0.791
O: -1.32 1.24 -0.36  -0.376
I: 2.91 -0.48 0.51  -0.744
H: -0.59 1.54 1.51  0.223
H: 0.74 1.72 0.12  0.275
H: -0.96 -1.30 -1.41  0.262
H: -0.25 -2.04 0.23  0.331
H: 0.78 -0.96 -0.75  0.357

***

x | ORCA calculation (ωB97M-V/def2-TZVPD) on a cluster of 2 separate species, C3H5IO in total.

Summary:
* LUMO level: 0.551 eV
* SMILES: C=CI.C=O
* HOMO-LUMO gap: 9.6726 eV
* net charge: 0

Each line ends with the natural charge from an NBO analysis.
Geometry (Å):
C: -1.52 0.95 -0.70  -0.405
C: -1.34 0.54 0.54  -0.324
I: -1.37 1.79 2.28  0.098
H: -1.25 0.25 -1.40  0.212
H: -1.80 2.01 -0.99  0.213
H: -1.02 -0.49 0.68  0.206
C: 2.11 -1.23 -0.07  0.279
O: 1.64 -0.31 -0.66  -0.490
H: 2.22 -2.22 -0.67  0.094
H: 2.33 -1.28 0.99  0.118

***

Q: Which of them is the most stable? A: x.